(1)
The following is a quantum chemistry calculation of a single C5H5FN2O molecule at a distorted geometry, from the OMol25 dataset.

Computed properties:
**Energy above the lowest of the compared OMol25 structures with the same formula, charge and spin**: 25.56 kcal/mol
**LUMO level (alpha / beta)**: 0.016 / -0.117 Eh
**Max |F|**: 5.21 eV/Å
**Spin multiplicity**: 3

Geometry as XYZ:
```
14
Properties=species:S:1:pos:R:3:forces:R:3
C 1.4068 0.1033 -1.3097 -3.091 -0.948 2.821
C 0.1257 -1.7853 -0.5658 -1.776 -0.850 0.947
C 1.9878 -0.6807 -2.2244 0.010 -3.295 -0.901
C 1.5414 -2.4587 -2.1951 -0.819 2.838 1.456
C -0.3827 0.3155 0.5242 -1.496 -0.373 -2.696
N 0.6102 -2.7379 -1.3043 1.763 -0.189 -1.689
N 0.4109 -0.4546 -0.4355 3.586 2.771 -2.563
O 2.1265 -3.2040 -2.8863 2.040 -1.403 -2.343
F 2.8989 -0.1609 -3.0512 -0.630 -0.413 0.581
H 1.6350 1.1190 -1.2259 0.162 1.539 0.335
H -0.5004 -2.0956 0.1684 -1.960 -0.805 2.135
H -0.1204 0.0961 1.5386 0.309 0.124 0.536
H -0.2267 1.3024 0.1188 -0.123 0.804 1.036
H -1.5123 0.0648 0.3436 2.026 0.202 0.346
```
Positions in Å, forces in eV/Å.

***

(2)
The following is a quantum chemistry calculation of a molecular structure, C5H5FN2O3 at a distorted geometry, from the OMol25 dataset.

Computed properties:
**Energy above the lowest of the compared OMol25 structures with the same formula, charge and spin**: 0.00 kcal/mol
**LUMO level**: -0.026 Eh
**Max |F|**: 3.93 eV/Å

Geometry as XYZ:
```
16
Properties=species:S:1:pos:R:3:forces:R:3
C 0.1212 0.0245 1.3940 0.004 1.653 1.501
C 1.3259 -1.2021 -0.4000 -2.778 -1.973 1.747
C 1.5017 1.1866 0.0166 1.917 0.916 -1.145
C -0.4350 -0.6142 0.2476 2.782 -2.295 -0.627
C -2.2696 0.5006 -0.6875 -0.272 -3.919 0.196
N 0.8923 1.0369 1.1980 -0.630 -0.338 1.194
N 2.0611 -0.1510 -0.4425 0.460 2.744 -0.274
O 1.4246 -2.3879 -0.5000 0.227 0.828 -0.468
O 1.9179 2.1948 -0.5114 -0.746 -1.359 0.410
O -0.9529 -0.0611 -0.8680 0.038 -0.672 1.196
F -0.9776 -1.7738 0.6848 -0.998 -0.446 -0.721
H 0.0158 -0.3819 2.4659 -0.142 0.536 -1.842
H -3.0200 -0.2175 -0.2214 1.261 1.047 0.062
H -2.5600 0.5527 -1.6655 -1.156 0.690 -2.520
H -2.1110 1.4140 -0.2916 -0.265 2.994 1.761
H 3.0657 -0.1205 -0.4190 0.297 -0.407 -0.469
```
Positions in Å, forces in eV/Å.

***

(3)
The following is a quantum chemistry calculation of a molecular structure, C5H5FNaO4 at a distorted geometry, from the OMol25 dataset.

Computed properties:
**LUMO level (alpha / beta)**: -0.022 / -0.022 Eh
**Max |F|**: 1.64 eV/Å
**Spin multiplicity**: 2

Geometry as XYZ:
```
16
Properties=species:S:1:pos:R:3:forces:R:3
C -2.1906 1.5784 -1.4692 -0.330 -0.929 -1.315
H -2.9795 0.3651 -1.6482 0.069 1.041 1.007
H -2.5704 2.2090 -2.2864 -0.026 -0.114 0.213
C -2.0969 2.3117 -0.2356 -0.100 -0.303 0.140
O -2.6061 3.4248 -0.0020 -0.222 -0.510 -0.082
Na -4.6793 3.8326 -0.6746 0.004 -0.271 0.025
H -1.5331 1.8143 0.5814 -0.040 0.259 -0.157
O -6.1268 -0.0989 -0.3210 -0.399 -0.240 0.611
O -5.1136 0.7940 -2.0176 -0.437 1.056 0.067
O -6.1786 2.1427 -0.5772 -0.630 0.281 -0.085
C -5.3695 -1.1265 -0.9196 0.508 0.109 -0.153
C -4.4648 -0.4758 -1.8477 0.158 -0.216 -0.785
C -5.9020 1.0284 -0.9737 1.565 -0.450 -0.213
H -5.2380 -2.0254 -0.3252 -0.086 0.392 -0.138
F -4.4129 -1.0332 -3.1297 0.152 -0.002 0.521
H -1.2170 1.1787 -1.7848 -0.184 -0.105 0.345
```
Positions in Å, forces in eV/Å.

***

no.,M (g/mol),total energy (eV)
1,128.106,-13005.220
2,160.104,-17103.333
3,171.079,-20586.742